Version P
One molecule with the formula C7H14O, computed with wB97M-V/def2-TZVPD.

Its structure (SMILES) is C/C=C/CCCCO. Its net charge is 0. The frontier orbital gap is 0.3605 Eh. The value obtained for the HOMO energy is -8.820 eV.

The geometry in XYZ format:
```
22
Properties=species:S:1:pos:R:3:nbo_charge:R:1
C -0.28504 -3.82754 -1.12654 -0.637
C -0.47965 -2.81415 -0.08850 -0.172
C -0.40144 -1.48217 -0.30523 -0.191
C -0.62616 -0.37027 0.79959 -0.433
C -0.43917 1.06180 0.26270 -0.401
C 0.85973 1.69869 0.88902 -0.408
C 0.82925 3.21586 0.37547 -0.044
O 0.46511 3.23858 -1.06980 -0.781
H -0.24561 -3.42754 -2.10410 0.212
H -1.09868 -4.55301 -0.98440 0.211
H 0.53366 -4.55823 -0.90629 0.216
H -0.58391 -3.27383 0.83684 0.186
H -0.41044 -1.13121 -1.33597 0.192
H -1.63293 -0.40685 1.34484 0.204
H 0.01133 -0.45821 1.62463 0.202
H -0.15849 1.09861 -0.84347 0.223
H -1.33546 1.50429 0.32733 0.206
H 1.79045 1.16867 0.77749 0.215
H 0.69692 1.80409 1.95021 0.194
H 0.13214 3.72652 0.87627 0.158
H 1.76500 3.75674 0.25898 0.175
H 0.61341 4.02915 -1.55907 0.475
```

Version Q
A 2-piece molecular cluster, C7H14O overall, computed with wB97M-V/def2-TZVPD.

Its structure (SMILES) is C=C(/C=C/C)CC.O. Its net charge is 0. The frontier orbital gap is 0.3465 Eh. The value obtained for the HOMO energy is -8.576 eV.

The geometry in XYZ format:
```
22
Properties=species:S:1:pos:R:3:nbo_charge:R:1
C 0.99041 0.95110 -2.01486 -0.376
C 0.50751 0.75781 -0.81471 -0.031
C -0.33226 -0.41386 -0.68466 -0.251
C -1.52347 -0.48789 -0.01220 -0.176
C -2.51900 -1.59876 0.08935 -0.656
C 0.47715 1.70659 0.34327 -0.437
C 1.12291 1.05663 1.55720 -0.626
H 1.70446 1.83728 -2.14267 0.177
H 0.94030 0.42913 -2.89675 0.204
H 0.08315 -1.20555 -1.29669 0.223
H -1.78382 0.45690 0.41265 0.180
H -3.35633 -1.59504 0.73846 0.227
H -2.91707 -1.55339 -0.98633 0.226
H -2.00927 -2.53394 0.22133 0.221
H -0.64975 1.96095 0.52858 0.222
H 1.12924 2.48795 -0.07577 0.225
H 0.49738 1.44602 2.41333 0.215
H 2.14980 1.13903 1.72000 0.217
H 0.92609 0.00998 1.72730 0.204
O 1.62173 -1.98269 0.30841 -0.933
H 0.83497 -1.72262 0.75677 0.472
H 2.10588 -1.14563 0.10799 0.473
```

Version R
A 2-piece molecular cluster, C7H14O overall, computed with wB97M-V/def2-TZVPD.

Its structure (SMILES) is C=C(/C=C/C)CC.O. Its net charge is 0. The frontier orbital gap is 0.3529 Eh. The value obtained for the HOMO energy is -8.773 eV.

The geometry in XYZ format:
```
22
Properties=species:S:1:pos:R:3:nbo_charge:R:1
C 1.71094 0.76441 0.38707 -0.387
C 0.50699 0.84931 -0.17426 -0.010
C -0.39212 -0.32344 -0.19942 -0.239
C -0.02499 -1.48620 -0.72365 -0.161
C -0.85705 -2.72705 -0.71591 -0.643
C -0.06156 2.18286 -0.61929 -0.441
C -1.00271 2.11581 -1.82666 -0.627
H 2.35253 1.63927 0.42063 0.195
H 2.03969 -0.19287 0.75055 0.201
H -1.32745 -0.32329 0.36025 0.205
H 0.86839 -1.53630 -1.33325 0.196
H -0.28363 -3.59867 -0.39785 0.212
H -1.71726 -2.68849 -0.04874 0.211
H -1.13041 -2.97449 -1.73822 0.217
H 0.68652 2.94965 -0.82438 0.214
H -0.60478 2.55401 0.25170 0.213
H -0.46435 2.39411 -2.73818 0.212
H -1.98779 2.54452 -1.67631 0.216
H -1.19103 1.08364 -2.15504 0.215
O 0.81482 -0.74127 4.19761 -0.935
H 0.70396 -1.62007 3.82497 0.468
H 1.36129 -0.86545 4.97838 0.467
```

Verdict on stability: version R comes out on top.

Version P
An isolated ion of composition C4H6NO and charge -1, computed with wB97M-V/def2-TZVPD.

Its structure (SMILES) is C=C/C=C/N[O-]. Its net charge is -1. The frontier orbital gap is 0.2196 Eh. The value obtained for the HOMO energy is -1.662 eV.

The geometry in XYZ format:
```
12
Properties=species:S:1:pos:R:3:nbo_charge:R:1
C -2.06325 0.05630 0.02486 -0.614
C -0.78703 -0.42254 0.13669 -0.151
C 0.58227 0.13573 -0.17257 -0.509
C 1.90649 -0.38337 0.02608 0.050
N 3.03657 0.24290 -0.21563 -0.194
O 4.26027 -0.08494 0.16017 -0.730
H -2.81791 -0.55667 0.38658 0.175
H -2.31315 1.15224 -0.21970 0.172
H -0.63164 -1.41213 0.57114 0.164
H 0.54611 1.15310 -0.53316 0.155
H 1.79011 -1.45927 0.48279 0.173
H 2.85851 1.21554 -0.62584 0.310
```

Version Q
An isolated ion of composition C4H6NO and charge -1, computed with wB97M-V/def2-TZVPD.

Its structure (SMILES) is C=C(C)/C=N/[O-]. Its net charge is -1. The frontier orbital gap (alpha / beta) is 0.2522 / 0.2523 Eh. The value obtained for the HOMO energy (alpha / beta) is -2.734 / -2.735 eV.

The geometry in XYZ format:
```
12
Properties=species:S:1:pos:R:3:nbo_charge:R:1
C -0.48459 -1.00486 0.81666 -0.576
C 0.38777 -0.04713 0.26200 0.055
C -0.32513 0.73052 -0.89839 -0.670
C 1.86100 0.33663 0.44347 -0.242
N 2.71322 1.15456 -0.21463 -0.065
O 3.87355 1.41920 0.28974 -0.607
H -1.49317 -1.16352 0.49486 0.189
H 0.00021 -1.58735 1.67728 0.180
H -0.29640 0.32584 -1.92345 0.204
H 0.17676 1.63955 -0.89936 0.216
H -1.26689 0.93564 -0.44247 0.194
H 2.31400 -0.18775 1.36418 0.121
```

Verdict on stability: version Q comes out on top.

Version P
C4H5N3 as an isolated structure, computed with wB97M-V/def2-TZVPD.

Its net charge is 0. The frontier orbital gap is 0.3265 Eh. The value obtained for the HOMO energy is -9.875 eV.

The geometry in XYZ format:
```
12
Properties=species:S:1:pos:R:3:nbo_charge:R:1
C -0.98784 0.73420 -1.34907 -0.667
C -0.20414 0.23897 -0.30166 0.212
C 0.82331 -0.20975 1.40670 0.486
C 0.51523 -1.05058 -0.55754 0.012
H -2.11477 0.09441 -0.92244 0.274
H -0.75324 0.30469 -2.53474 0.269
H -1.41808 1.89111 -1.26639 0.277
H 1.27712 0.58907 3.12278 0.342
H 0.17751 -1.68785 -1.48669 0.196
N -0.03941 0.62283 0.94464 -0.491
N 1.53546 -0.15638 2.53872 -0.563
N 1.18883 -1.37071 0.40569 -0.348
```

Version Q
One molecule with the formula C4H5N3, computed with wB97M-V/def2-TZVPD.

Its structure (SMILES) is N#C[C@H]1CN=CN1. Its net charge is 0. The frontier orbital gap is 0.3423 Eh. The value obtained for the HOMO energy is -9.225 eV.

The geometry in XYZ format:
```
12
Properties=species:S:1:pos:R:3:nbo_charge:R:1
N -2.23823 1.47037 -1.03242 -0.286
C -1.51544 0.59303 -0.82380 0.236
C -0.69241 -0.51407 -0.38783 -0.105
C 0.76356 -0.56897 -0.81791 -0.279
N 1.62450 0.16475 0.08351 -0.488
C 0.96668 0.48554 1.12696 0.245
N -0.37084 0.25307 1.23121 -0.649
H -1.18232 -1.45449 -0.78474 0.269
H 1.14323 -1.59782 -0.92770 0.210
H 0.73271 -0.14258 -1.82418 0.226
H 1.50120 0.95548 1.96168 0.202
H -0.73265 0.35569 2.19520 0.419
```

Version R
A 2-piece molecular cluster, C4H5N3 overall, computed with wB97M-V/def2-TZVPD.

Its net charge is 0. The frontier orbital gap is 0.3618 Eh. The value obtained for the HOMO energy is -10.757 eV.

The geometry in XYZ format:
```
12
Properties=species:S:1:pos:R:3:nbo_charge:R:1
C 0.48614 -0.28221 1.32987 -0.453
N -0.09843 0.11740 0.07093 -0.354
C -0.73007 -0.64590 -0.71509 0.045
C 0.95754 3.24010 -1.83450 0.236
N 0.54857 2.46599 -1.05164 -0.776
C -0.99754 -2.02976 -0.42574 0.185
N -1.22170 -3.13975 -0.19982 -0.233
H 0.24352 -1.31052 1.60858 0.206
H 0.13078 0.41237 2.09746 0.232
H 1.57297 -0.15164 1.25386 0.236
H 0.23205 1.59772 -0.47138 0.442
H -1.12385 -0.27380 -1.66253 0.235
```

Verdict on stability: version R comes out on top.

Version P
One molecule with the formula C4H5N3, computed with wB97M-V/def2-TZVPD.

Its structure (SMILES) is CNC(C#N)C#N. Its net charge is 0. The frontier orbital gap is 0.3970 Eh. The value obtained for the HOMO energy is -10.218 eV.

The geometry in XYZ format:
```
12
Properties=species:S:1:pos:R:3:nbo_charge:R:1
C 0.92276 0.26599 1.27474 -0.424
N 0.08516 0.89595 0.26202 -0.592
C -0.82198 0.03684 -0.50365 -0.231
C -0.57131 0.19476 -1.95189 0.263
N -0.34550 0.39016 -3.06797 -0.266
C -0.74962 -1.40051 -0.15090 0.261
N -0.73374 -2.51243 0.16124 -0.266
H 0.30040 -0.16047 2.06403 0.206
H 1.53741 1.04981 1.72450 0.218
H 1.58110 -0.52489 0.88888 0.186
H 0.65769 1.42471 -0.38178 0.379
H -1.86237 0.34008 -0.31924 0.265
```

Version Q
One molecule with the formula C4H5N3, computed with wB97M-V/def2-TZVPD.

Its net charge is 0. The frontier orbital gap is 0.2931 Eh. The value obtained for the HOMO energy is -8.097 eV.

The geometry in XYZ format:
```
12
Properties=species:S:1:pos:R:3:nbo_charge:R:1
C 0.45118 -1.39727 0.18280 -0.421
N -0.05095 -0.31374 -0.71793 -0.466
C -0.32554 0.98957 -0.06945 -0.383
C 0.75389 1.87818 -0.05331 0.229
N 1.68643 2.57841 -0.10566 -0.368
C -1.45623 0.99356 0.75292 0.231
N -2.42745 0.91367 1.39710 -0.369
H 1.39745 -1.06237 0.60845 0.234
H 0.58131 -2.32228 -0.38522 0.211
H -0.28574 -1.52928 0.97614 0.239
H -0.90604 -0.63294 -1.18147 0.426
H 0.62860 -0.14653 -1.46463 0.434
```

Version R
One molecule with the formula C4H5N3, computed with wB97M-V/def2-TZVPD.

Its structure (SMILES) is [H]/N=C/N1C[C@H]1C#N. Its net charge is 0. The frontier orbital gap is 0.4020 Eh. The value obtained for the HOMO energy is -10.200 eV.

The geometry in XYZ format:
```
12
Properties=species:S:1:pos:R:3:nbo_charge:R:1
H 0.94900 2.34301 -1.69235 0.357
N 0.80018 1.70203 -1.01057 -0.667
C 0.07288 0.74080 -1.28894 0.289
N -0.02841 -0.40131 -0.53058 -0.414
C -1.04700 -0.80814 0.37051 -0.214
C 0.28261 -0.19538 0.77719 -0.156
C 1.28688 -1.02090 1.49050 0.261
N 1.57352 -1.92339 2.27135 -0.282
H -0.51987 0.49746 -2.07038 0.151
H -1.87560 0.00924 0.24532 0.179
H -1.62543 -1.76898 0.37940 0.244
H 0.13122 0.82557 1.05854 0.252
```

Verdict on stability: version P comes out on top.